# 1
Here is one molecule with the formula C18H13ClN4O2S at a distorted geometry from OMol25. Energies are from ωB97M-V/def2-TZVPD.

largest force on an atom	0.0580	hartree/bohr
M	384.848	g mol⁻¹
energy relative to the best compared isomer or geometry (same formula, charge and spin)	0.000	eV
E_LUMO	-0.39	eV
highest occupied orbital energy	-7.5881	eV

XYZ file:
```
39
Properties=species:S:1:pos:R:3:forces:R:3:mulliken_charge:R:1
O -3.15391 -3.82473 -3.01647 0.734 -0.283 -0.819 -0.69
C -2.97467 -3.46594 -1.87016 -2.860 -0.771 -0.154 0.58
N -4.08845 -3.58565 -1.03666 0.631 0.019 -0.104 -0.11
O -5.28785 -4.28327 -1.47760 0.944 1.123 2.277 -0.43
C -1.71952 -2.88996 -1.37481 1.495 1.542 2.068 0.70
C -1.63516 -2.14001 -0.14225 0.883 -0.540 -0.998 -0.81
C -0.41214 -1.61971 0.34874 -1.481 -0.780 -0.943 -0.33
C 0.75537 -1.78821 -0.41138 -0.757 -0.026 -0.192 0.82
C 2.06587 -1.29623 0.11733 1.185 -0.146 -0.278 -1.62
N 2.37083 0.05517 -0.44590 1.041 0.431 -0.493 0.93
N 3.17662 0.03871 -1.58540 -0.245 1.618 -0.089 -1.10
C 3.46566 1.20837 -2.12207 -0.618 -1.873 1.769 0.31
Cl 4.51608 1.24790 -3.50621 -0.391 -0.176 0.358 -0.17
C 3.07604 2.46342 -1.53464 0.020 -0.638 -0.163 -0.60
C 2.30435 2.52089 -0.42329 0.836 -0.628 -0.364 0.44
S 2.00302 4.09803 0.35288 0.085 -1.422 -0.290 -0.32
C 0.81069 3.56024 1.52092 -1.043 1.046 1.155 0.55
C 0.12346 4.55675 2.26150 -0.079 -0.624 -0.509 -0.52
C -0.91091 4.19898 3.13014 0.547 0.351 0.305 -0.51
C -1.17632 2.87045 3.42147 1.085 -0.316 -1.419 -0.77
C -0.44721 1.88877 2.72362 -1.326 1.267 0.757 -0.24
C 0.49715 2.21707 1.75674 0.058 0.055 0.582 0.05
N 1.07682 1.10919 1.18395 1.534 -0.942 -1.722 -0.16
C 1.89643 1.21547 0.17194 -1.107 0.663 0.549 0.39
C 0.67393 -2.39275 -1.67957 -0.937 -0.957 0.433 -0.32
C -0.53235 -3.01003 -2.11232 0.501 0.690 0.273 -0.81
H -4.04184 -3.34287 -0.03191 -0.730 -0.800 -1.188 0.21
H -5.24863 -4.54805 -2.39782 1.245 0.418 -0.587 0.35
H -2.52387 -1.95959 0.44389 -0.121 0.011 0.042 0.26
H -0.46469 -1.07575 1.29346 0.489 -0.197 -0.344 0.30
H 2.10517 -1.25697 1.21807 -0.307 0.292 -0.493 0.48
H 2.87369 -2.03275 -0.17866 -0.689 1.258 0.021 0.45
H 3.52314 3.29202 -2.02423 -0.054 1.001 -0.120 0.41
H 0.36033 5.61884 2.13977 -0.043 -0.430 -0.157 0.33
H -1.46617 4.97616 3.64108 0.081 0.047 -0.025 0.35
H -1.93588 2.61476 4.12391 -0.377 -0.247 0.346 0.41
H -0.70352 0.85688 2.87286 0.244 -0.339 0.041 0.36
H 1.56003 -2.52316 -2.30999 -0.248 0.173 0.381 0.41
H -0.51157 -3.57242 -3.04092 -0.226 0.131 0.092 0.39
```
Forces are in eV/Å.


# 2
Here is one molecule with the formula C4H12N2S from OMol25. Energies are from ωB97M-V/def2-TZVPD.

largest force on an atom	0.0181	hartree/bohr
M	120.221	g mol⁻¹
energy relative to the best compared isomer or geometry (same formula, charge and spin)	0.430	eV
E_LUMO	1.07	eV
highest occupied orbital energy	-8.7799	eV

XYZ file:
```
19
Properties=species:S:1:pos:R:3:forces:R:3:mulliken_charge:R:1
N -0.30367 1.69104 2.53682 0.024 0.294 -0.316 -0.56
C 0.13831 0.35017 2.24321 -0.211 -0.256 -0.389 -0.40
N -0.40842 -0.08973 0.94719 0.087 0.161 -0.171 -0.44
C 0.61773 -0.58493 0.02634 -0.487 -0.259 -0.002 -0.69
C -0.01297 -1.19630 -1.23135 0.106 0.384 0.702 -0.46
C -0.60098 -0.12643 -2.13693 -0.381 0.373 -0.759 -0.75
S 0.53850 0.43076 -3.45244 0.024 0.087 0.212 -0.21
H -1.23249 1.72534 2.92733 0.070 0.032 0.196 0.21
H 0.35096 2.22404 3.08491 -0.100 -0.014 0.149 0.20
H 1.23511 0.33857 2.19324 -0.149 0.013 0.228 0.39
H -0.22156 -0.36450 2.98683 0.322 -0.102 0.181 0.23
H -0.83469 0.73682 0.54157 -0.004 -0.023 0.023 0.29
H 1.30279 0.20829 -0.28389 0.303 0.102 0.027 0.35
H 1.18338 -1.34852 0.56366 0.080 -0.016 -0.112 0.47
H 0.78474 -1.70765 -1.77250 -0.258 -0.311 -0.011 0.35
H -0.80281 -1.88323 -0.90120 0.271 -0.042 -0.203 0.31
H -1.52056 -0.42269 -2.64408 0.090 -0.281 0.139 0.38
H -0.87842 0.79938 -1.63026 0.147 -0.064 0.262 0.25
H 0.66504 -0.78043 -3.99845 0.067 -0.079 -0.156 0.10
```
Forces are in eV/Å.


# 3
Here is C18H16FeN6S2 as an isolated structure at a distorted geometry from OMol25. Energies are from ωB97M-V/def2-TZVPD.

largest force on an atom	0.0279	hartree/bohr
M	436.347	g mol⁻¹
2S+1	2
charge	+1
energy relative to the best compared isomer or geometry (same formula, charge and spin)	0.680	eV
expectation value of S²	0.800
E_LUMO (spin up / spin down)	-4.83 / -4.45	eV
highest occupied orbital energy (spin up / spin down)	-11.5823 / -11.5206	eV

XYZ file:
```
43
Properties=species:S:1:pos:R:3:forces:R:3:mulliken_charge:R:1
Fe 1.98384 0.14013 0.25213 -0.003 0.768 -1.211 -0.40
N 0.39953 0.39182 4.08468 -0.091 -0.006 0.037 -0.37
C 0.80834 0.06088 2.85968 0.005 0.033 -0.100 0.71
S 0.97739 1.37420 1.68081 0.042 -0.066 0.209 -0.28
N 1.07999 -1.18934 2.59450 -0.019 0.002 0.016 -1.13
N 1.48872 -1.33198 1.30544 0.001 0.071 0.132 0.99
C 1.69281 -2.49892 0.79741 -0.043 -0.053 -0.009 0.38
C 1.54451 -3.76104 1.54660 0.015 0.019 -0.017 -0.23
C 0.32906 -4.10638 2.12923 -0.012 -0.009 -0.009 -0.15
C 0.21705 -5.29804 2.82607 -0.005 0.004 -0.002 -0.74
C 1.31781 -6.13311 2.96041 0.009 -0.004 0.003 -0.41
C 2.53402 -5.78313 2.39093 0.000 -0.008 0.001 -0.77
C 2.64819 -4.60178 1.67553 -0.016 -0.009 0.006 -0.14
C 2.05997 -2.48616 -0.64147 0.011 0.010 0.011 0.82
C 2.22474 -3.64061 -1.37963 0.014 -0.016 -0.029 -0.43
C 2.51074 -3.53380 -2.73629 -0.035 -0.022 0.016 -0.62
C 2.59065 -2.28298 -3.31584 -0.006 0.039 -0.016 -0.89
C 2.39791 -1.16728 -2.51582 -0.066 -0.025 0.036 -0.25
N 2.15449 -1.26112 -1.21258 -0.059 -0.369 0.385 -0.09
H 0.16979 1.34197 4.31313 0.030 0.002 0.001 0.21
H 0.27829 -0.32771 4.77827 0.007 -0.005 -0.006 0.24
H -0.52189 -3.44501 2.03459 0.007 -0.004 0.006 0.46
H -0.72963 -5.57296 3.27108 0.001 0.001 0.000 0.40
H 1.22811 -7.05835 3.51371 0.001 0.000 -0.003 0.42
H 3.39448 -6.42844 2.50456 -0.001 -0.001 0.002 0.40
H 3.59862 -4.32138 1.23639 -0.003 -0.002 0.006 0.53
H 2.11859 -4.60389 -0.90319 0.011 0.004 -0.002 0.51
H 2.64863 -4.42641 -3.33137 0.008 0.002 -0.003 0.46
H 2.79012 -2.15763 -4.37011 -0.005 -0.003 -0.002 0.47
H 2.43333 -0.16765 -2.92229 0.004 -0.090 -0.044 0.80
C 6.85160 0.14242 -3.33312 -0.008 0.019 -0.027 -1.12
C 5.62145 0.65894 -2.66192 -0.005 0.009 -0.015 0.88
C 4.71894 1.51202 -3.30403 0.040 0.023 0.093 -0.40
C 3.59851 1.90177 -2.60142 -0.083 0.150 -0.099 -0.64
N 3.38477 1.51724 -1.33974 -0.495 -0.297 0.186 -0.34
C 4.32308 0.72821 -0.81112 0.392 0.174 0.362 0.61
S 4.00649 0.30857 0.86179 0.356 -0.461 0.205 -0.17
N 5.40507 0.25703 -1.40545 0.026 0.142 -0.145 -0.51
H 7.04077 0.65034 -4.27603 -0.005 -0.003 -0.002 0.37
H 6.74206 -0.92647 -3.52478 -0.003 -0.004 0.015 0.27
H 7.70885 0.26491 -2.67298 -0.006 -0.001 0.004 0.33
H 4.89086 1.85490 -4.31381 0.010 0.017 0.007 0.40
H 2.84962 2.54806 -3.04503 -0.020 -0.032 0.000 0.42
```
Forces are in eV/Å.


- Which of these has the lowest M?
  C4H12N2S


What did the second record say?
Here is one molecule with the formula C4H12N2S from OMol25. Energies are from ωB97M-V/def2-TZVPD.

largest force on an atom	0.0181	hartree/bohr
M	120.221	g mol⁻¹
energy relative to the best compared isomer or geometry (same formula, charge and spin)	0.430	eV
E_LUMO	1.07	eV
highest occupied orbital energy	-8.7799	eV

XYZ file:
```
19
Properties=species:S:1:pos:R:3:forces:R:3:mulliken_charge:R:1
N -0.30367 1.69104 2.53682 0.024 0.294 -0.316 -0.56
C 0.13831 0.35017 2.24321 -0.211 -0.256 -0.389 -0.40
N -0.40842 -0.08973 0.94719 0.087 0.161 -0.171 -0.44
C 0.61773 -0.58493 0.02634 -0.487 -0.259 -0.002 -0.69
C -0.01297 -1.19630 -1.23135 0.106 0.384 0.702 -0.46
C -0.60098 -0.12643 -2.13693 -0.381 0.373 -0.759 -0.75
S 0.53850 0.43076 -3.45244 0.024 0.087 0.212 -0.21
H -1.23249 1.72534 2.92733 0.070 0.032 0.196 0.21
H 0.35096 2.22404 3.08491 -0.100 -0.014 0.149 0.20
H 1.23511 0.33857 2.19324 -0.149 0.013 0.228 0.39
H -0.22156 -0.36450 2.98683 0.322 -0.102 0.181 0.23
H -0.83469 0.73682 0.54157 -0.004 -0.023 0.023 0.29
H 1.30279 0.20829 -0.28389 0.303 0.102 0.027 0.35
H 1.18338 -1.34852 0.56366 0.080 -0.016 -0.112 0.47
H 0.78474 -1.70765 -1.77250 -0.258 -0.311 -0.011 0.35
H -0.80281 -1.88323 -0.90120 0.271 -0.042 -0.203 0.31
H -1.52056 -0.42269 -2.64408 0.090 -0.281 0.139 0.38
H -0.87842 0.79938 -1.63026 0.147 -0.064 0.262 0.25
H 0.66504 -0.78043 -3.99845 0.067 -0.079 -0.156 0.10
```
Forces are in eV/Å.


Please write out number 2 again, unchanged.
Here is one molecule with the formula C4H12N2S from OMol25. Energies are from ωB97M-V/def2-TZVPD.

largest force on an atom	0.0181	hartree/bohr
M	120.221	g mol⁻¹
energy relative to the best compared isomer or geometry (same formula, charge and spin)	0.430	eV
E_LUMO	1.07	eV
highest occupied orbital energy	-8.7799	eV

XYZ file:
```
19
Properties=species:S:1:pos:R:3:forces:R:3:mulliken_charge:R:1
N -0.30367 1.69104 2.53682 0.024 0.294 -0.316 -0.56
C 0.13831 0.35017 2.24321 -0.211 -0.256 -0.389 -0.40
N -0.40842 -0.08973 0.94719 0.087 0.161 -0.171 -0.44
C 0.61773 -0.58493 0.02634 -0.487 -0.259 -0.002 -0.69
C -0.01297 -1.19630 -1.23135 0.106 0.384 0.702 -0.46
C -0.60098 -0.12643 -2.13693 -0.381 0.373 -0.759 -0.75
S 0.53850 0.43076 -3.45244 0.024 0.087 0.212 -0.21
H -1.23249 1.72534 2.92733 0.070 0.032 0.196 0.21
H 0.35096 2.22404 3.08491 -0.100 -0.014 0.149 0.20
H 1.23511 0.33857 2.19324 -0.149 0.013 0.228 0.39
H -0.22156 -0.36450 2.98683 0.322 -0.102 0.181 0.23
H -0.83469 0.73682 0.54157 -0.004 -0.023 0.023 0.29
H 1.30279 0.20829 -0.28389 0.303 0.102 0.027 0.35
H 1.18338 -1.34852 0.56366 0.080 -0.016 -0.112 0.47
H 0.78474 -1.70765 -1.77250 -0.258 -0.311 -0.011 0.35
H -0.80281 -1.88323 -0.90120 0.271 -0.042 -0.203 0.31
H -1.52056 -0.42269 -2.64408 0.090 -0.281 0.139 0.38
H -0.87842 0.79938 -1.63026 0.147 -0.064 0.262 0.25
H 0.66504 -0.78043 -3.99845 0.067 -0.079 -0.156 0.10
```
Forces are in eV/Å.